A molecular structure, C17H21Cl3O4W. Source: the Open Molecules 2025 dataset; level of theory: wB97M-V/def2-TZVPD.

Last column: Mulliken charge in e.
Cartesian coordinates (Å):
C  0.138978  -1.581072  -2.473074  0.927
C  0.981778  -0.430172  -2.650274  0.798
C  0.158078  0.715928  -2.729574  0.408
C  2.447878  -0.433872  -2.862474  -1.561
C  -1.187922  0.309928  -2.583774  1.090
C  -1.213022  -1.117772  -2.431374  0.534
C  -2.430822  -1.965972  -2.383274  -1.848
C  0.583078  -2.997572  -2.462974  -1.832
C  0.621578  2.100828  -2.973674  -1.724
C  -2.362122  1.203828  -2.716974  -1.950
W  -0.161322  -0.429272  -0.523474  1.362
Cl  4.758878  1.041728  0.321326  -0.985
Cl  1.996778  -1.193072  0.162926  -0.406
O  -1.910322  0.168928  0.310526  -0.942
H  2.900178  -1.365172  -2.544974  0.310
H  2.933278  0.369928  -2.316874  0.336
H  2.656378  -0.295472  -3.925474  0.337
H  1.582078  2.290228  -2.505874  0.415
H  -0.082422  2.832328  -2.590774  0.367
H  0.730378  2.266928  -4.047574  0.299
H  -2.214422  2.140928  -2.188474  0.364
H  -3.264122  0.746828  -2.328574  0.373
H  -2.520622  1.433028  -3.772774  0.312
H  -3.241122  -1.469372  -1.858174  0.437
H  -2.236822  -2.908572  -1.880974  0.365
H  -2.769522  -2.190772  -3.396074  0.293
H  1.537778  -3.107972  -1.959374  0.363
H  0.687478  -3.364672  -3.485474  0.310
H  -0.129422  -3.632472  -1.946174  0.367
H  -1.861322  1.051828  0.700926  0.196
O  -0.682422  -1.993472  0.470026  -0.766
H  -1.609322  -1.933272  0.749726  0.244
Cl  0.259878  2.652028  7.861026  -0.268
C  0.332078  1.857528  6.298826  0.352
C  0.545078  0.480828  6.230626  -0.471
C  0.589378  -0.158472  4.992826  -0.271
C  0.420978  0.573428  3.796526  -0.036
C  0.214778  1.959128  3.873126  -0.279
C  0.169778  2.596328  5.121326  -0.558
C  0.419678  -0.143572  2.501826  0.512
O  0.501478  -1.453872  2.542526  -0.604
O  0.228478  0.496628  1.341926  -0.763
H  0.666878  -0.101172  7.137826  0.363
H  0.742178  -1.231872  4.975726  0.434
H  0.073278  2.546228  2.975226  0.425
H  -0.001422  3.663628  5.173726  0.369

Forces on the atoms, in the same order (eV/Å):
-0.1 0.6 -0.5
-0.5 -0.4 -0.1
0.0 -0.1 0.6
0.2 0.1 -0.1
0.4 -0.7 0.2
0.2 0.4 -0.4
-0.1 -0.1 -0.1
0.1 -0.2 -0.1
0.2 0.2 -0.2
-0.1 0.1 0.0
0.5 0.3 1.4
0.3 0.3 -0.1
0.4 -0.3 -1.2
-1.1 0.5 -1.1
0.1 -0.1 0.1
0.2 0.0 0.2
0.0 0.0 -0.2
0.2 0.0 0.1
-0.1 0.1 0.1
0.1 0.2 -0.2
0.0 0.1 0.1
-0.1 -0.1 0.1
-0.1 0.1 -0.1
-0.1 0.1 0.1
0.1 -0.1 0.1
-0.1 -0.1 -0.2
0.1 0.1 0.1
0.0 -0.1 -0.2
-0.1 0.0 0.1
0.2 -0.4 -0.1
-1.2 -1.7 -0.3
0.4 0.2 0.1
0.0 0.0 -0.1
0.0 -0.2 -1.0
-0.1 0.2 -0.2
-0.1 0.7 -0.1
0.0 0.7 0.6
0.1 -0.4 0.8
0.0 -0.3 0.2
-0.5 -5.6 -3.3
0.0 5.5 1.4
0.8 0.3 3.5
0.0 0.1 0.0
0.0 0.2 -0.4
0.1 -0.2 -0.1
0.0 0.0 0.1

HOMO energy (alpha / beta) in Eh: -0.01607 / -0.03569
Net charge: -2
LUMO energy (alpha / beta) in eV: 4.10 / 4.10
2S+1: 3
Energy above the lowest of the compared OMol25 structures with the same formula, charge and spin in eV: 0.6070

2 unconnected molecules or ions with the total composition C3H5IN4S. Source: the Open Molecules 2025 dataset; level of theory: wB97M-V/def2-TZVPD.

Last column: Mulliken charge in e.
Cartesian coordinates (Å):
C  -1.673573  1.765454  -1.096788  -0.060
C  1.682100  -1.514695  0.921897  -0.699
C  0.082630  0.125906  -0.285501  -0.271
N  -2.567764  1.653321  -2.097754  -0.280
N  -2.385891  0.422985  -2.594299  -0.493
N  -1.526189  -0.245979  -1.984400  -0.128
N  -1.074883  0.494218  -0.943167  0.388
S  0.521961  -1.518486  -0.397791  0.019
I  2.118336  0.068852  4.941787  -0.001
H  -1.495643  2.704137  -0.565101  0.379
H  1.219529  -0.969411  1.835175  0.140
H  2.712455  -1.116269  0.627287  0.289
H  1.786677  -2.552348  1.174959  0.346
H  0.600256  0.682316  0.463695  0.372

Forces on the atoms, in the same order (eV/Å):
-1.0 -1.6 -0.9
0.9 1.3 1.5
-0.2 -1.0 -0.2
1.9 0.5 1.6
-1.5 0.2 -1.2
0.8 -1.1 1.2
0.0 3.5 -0.8
-0.4 0.0 -0.7
0.0 0.0 0.0
0.1 -0.8 0.1
1.1 -0.9 -1.5
-1.5 -0.3 0.5
0.3 -0.5 0.3
-0.4 0.8 0.1

HOMO energy (alpha / beta) in Eh: -0.36451 / -0.27044
LUMO energy (alpha / beta) in eV: -0.55 / -3.78
2S+1: 1
Energy above the lowest of the compared OMol25 structures with the same formula, charge and spin in eV: 1.1441

A molecular structure, C6H5NO6Pb. Source: the Open Molecules 2025 dataset; level of theory: wB97M-V/def2-TZVPD.

Last column: Mulliken charge in e.
Cartesian coordinates (Å):
Pb  0.962786  0.893089  1.414325  1.100
O  4.361113  -1.629364  -2.578233  -0.151
C  4.465185  -0.948150  -1.663937  0.154
C  -0.170613  2.925045  0.612529  0.259
O  -0.810157  3.504984  -0.143315  -0.051
C  0.973201  0.500517  3.926630  0.222
O  1.179526  -0.037027  4.912110  -0.038
C  3.111090  2.409810  1.494738  0.162
O  4.140982  2.856595  1.298438  -0.044
N  -2.034141  -1.295960  -1.992913  -0.255
C  -2.229865  -1.348783  -0.518860  -0.565
C  -1.153562  -0.462359  0.067378  0.988
O  -1.149881  -0.270525  1.334880  -0.684
O  -0.313388  0.044781  -0.739108  -0.824
H  -2.681301  -0.605106  -2.386748  0.360
H  -2.264619  -2.180847  -2.445975  0.363
H  -1.053239  -1.004753  -2.187669  0.342
H  -3.215654  -0.978442  -0.238669  0.348
H  -2.117464  -2.373507  -0.165600  0.314

Forces on the atoms, in the same order (eV/Å):
-0.2 -2.1 -1.0
0.3 1.6 2.2
-0.3 -1.6 -2.1
-3.0 2.9 -3.2
2.4 -2.0 2.8
0.5 -1.7 4.1
-0.6 1.7 -3.0
3.8 2.2 -0.4
-2.8 -1.3 0.5
-0.7 -0.1 -0.5
0.3 0.0 0.3
0.7 0.7 0.9
0.2 0.0 -1.4
-0.6 -0.3 1.0
0.3 0.0 -0.2
0.2 -0.1 0.0
-0.4 0.0 0.1
0.0 -0.1 -0.1
0.0 0.1 0.0

HOMO energy in Eh: -0.65311
Net charge: +2
LUMO energy in eV: -8.26
2S+1: 1
Energy above the lowest of the compared OMol25 structures with the same formula, charge and spin in eV: 0.0000

A molecular structure, C5H10As3Cl10F18Mn. Source: the Open Molecules 2025 dataset; level of theory: wB97M-V/def2-TZVPD.

Last column: Mulliken charge in e.
Cartesian coordinates (Å):
Mn  6.927285  11.921315  11.268215  1.246
As  6.425885  14.874915  10.506385  2.069
F  6.357335  13.906825  9.012275  -0.417
F  4.871445  15.715105  10.272055  -0.475
F  6.511945  15.634445  12.178425  -0.499
F  7.836265  13.872045  10.997815  -0.508
F  7.388845  16.214295  9.842795  -0.456
F  5.558715  13.491425  11.190255  -0.540
As  6.554275  12.994335  14.943585  1.973
F  6.891545  12.636995  13.197925  -0.326
F  4.855105  13.310785  14.573605  -0.461
F  6.330045  13.487655  16.639155  -0.517
F  8.236495  12.643845  15.267035  -0.457
F  6.858525  14.749505  14.593965  -0.485
F  6.082125  11.302715  15.232785  -0.489
As  9.183585  9.966165  10.773525  2.252
F  8.424505  11.436145  10.004685  -0.604
F  7.733305  9.075315  10.149695  -0.463
F  9.775385  8.559315  11.577745  -0.320
F  10.500135  10.957225  11.420565  -0.456
F  8.151725  10.465445  12.190995  -0.676
F  10.001515  9.674465  9.220475  -0.422
C  11.836685  10.534425  6.571835  0.370
Cl  10.863365  11.613585  5.546385  -0.190
Cl  13.543805  10.727915  6.282275  -0.140
H  11.532055  10.776555  7.590005  -0.365
H  11.552815  9.510225  6.329885  0.279
C  13.265085  11.625225  10.110085  0.381
Cl  14.565315  10.423705  10.153675  -0.159
Cl  13.703555  12.881615  8.873835  -0.158
H  12.310535  11.144645  9.895635  -0.395
H  13.313925  12.096555  11.091695  0.315
C  5.979545  10.820485  7.231305  -0.408
Cl  7.682195  11.468285  7.110345  -0.080
Cl  5.466615  10.914845  8.913355  -0.057
H  5.353315  11.459915  6.609165  0.330
H  5.936085  9.779425  6.911295  0.327
C  11.747885  6.674065  9.770085  0.320
Cl  11.869665  5.622265  8.294235  -0.209
Cl  12.973035  6.222735  10.926695  -0.129
H  11.838115  7.726685  9.501875  -0.045
H  10.778375  6.525995  10.245705  0.059
C  10.347085  6.330885  13.719585  0.133
Cl  12.015145  5.867205  14.260045  -0.178
Cl  9.177005  5.404765  14.685125  -0.173
H  10.277615  7.410425  13.853255  0.223
H  10.262615  6.166455  12.645375  -0.021

Forces on the atoms, in the same order (eV/Å):
-0.6 0.9 0.5
-0.4 3.6 1.6
0.3 1.3 0.9
1.8 -1.2 -0.3
-0.1 -1.3 -2.9
0.2 0.4 -0.6
-1.0 -2.0 0.4
-1.1 -0.6 0.2
-0.9 2.4 2.2
-0.1 -0.4 0.3
1.1 -0.4 -0.1
0.0 -0.9 -1.3
-0.9 0.1 -0.5
0.1 -2.4 0.2
0.7 1.3 -0.4
-0.1 -0.5 -1.2
1.0 -0.6 0.1
1.7 0.9 0.9
-0.3 0.6 -0.4
-1.4 -1.0 -0.8
0.7 -0.6 -0.7
-0.4 0.2 1.8
-0.9 -0.2 0.0
0.0 0.0 -0.1
0.3 -0.1 0.0
0.5 -0.1 -0.1
0.1 0.2 0.1
0.9 0.6 -0.1
-0.1 -0.4 -0.1
-0.6 -0.4 0.7
0.3 0.3 -0.1
-0.5 0.1 -0.3
1.4 0.6 -0.3
-1.1 -0.6 -0.4
-0.7 -0.1 0.4
0.0 -0.1 0.3
0.2 0.2 0.1
-0.4 -0.2 -0.4
-0.2 0.7 0.6
0.3 0.1 0.2
0.2 -0.3 -0.2
0.1 -0.2 -0.3
0.9 0.1 0.2
-0.6 0.2 -0.3
0.1 0.5 -0.6
-0.3 -0.3 0.5
-0.1 -0.6 0.3

HOMO energy (alpha / beta) in Eh: -0.33147 / -0.33147
Net charge: -1
LUMO energy (alpha / beta) in eV: 0.89 / 0.76
2S+1: 6